One molecule with the formula CHCl2F2P at a distorted geometry, computed with the ωB97M-V functional and the def2-TZVPD basis.

```
7
Properties=species:S:1:pos:R:3:forces:R:3
F -1.1017 -1.0525 -2.1121 -0.01 3.54 0.60
P -0.9934 0.7184 -1.8506 1.23 -3.86 0.73
F 0.5479 0.8034 -2.2326 -0.45 0.04 -0.54
C -0.5835 0.5873 0.0242 0.98 -0.15 -0.09
Cl -2.1338 0.7744 0.8783 0.54 -0.35 -0.06
Cl 0.4867 2.0817 0.3350 -0.84 -1.12 -0.03
H 0.0356 -0.3599 0.3381 -1.46 1.89 -0.61
```
Positions in Å, forces in eV/Å.

The calculation puts the energy above the lowest of the compared OMol25 structures with the same formula, charge and spin at 17.7 kcal/mol. For the HOMO-LUMO gap, the calculation gives 10.89 eV. Its total energy is -1500.20823 a.u. As for the SMILES: FP(F)C(Cl)Cl. The value obtained for the HOMO energy is -10.8825 eV.